The following is a DFT calculation (wB97M-V/def2-TZVPD) of C4H5AuO2 as an isolated structure at a distorted geometry.

```
! wB97M-V def2-TZVPD RIJCOSX def2/J DEFGRID3
* xyz 1 4
O -1.9384 -1.8556 -0.3775
C -0.8827 -1.0015 -0.8072
H -1.6038 -2.1575 0.5443
H -1.2424 -0.1874 -1.4606
H -0.2094 -1.6566 -1.3834
C -0.1892 -0.4367 0.3961
C 0.2215 0.9271 0.4081
C 1.0439 1.4885 1.3053
O 1.9360 1.9956 1.8616
Au 3.1431 2.2098 -1.4615
H -0.2027 -0.9417 1.3653
H -0.0760 1.6159 -0.3904
*
```

relative energy (zero: lowest compared OMol25 entry of this formula, charge and spin): 0.0 kJ/mol
HOMO level (spin up / spin down): -12.368 / -14.534 eV
Kohn-Sham gap (spin up / spin down): 6.98 / 4.70 eV

Calculated atomic charges, method Mulliken, unit e: O -0.433; C -0.085; H 0.310; H 0.347; H 0.269; C -0.361; C -0.093; C 0.282; O -0.129; Au 0.103; H 0.331; H 0.460

=====

The following is a DFT calculation (wB97M-V/def2-TZVPD) of a 9-piece molecular cluster, C26H55N3O21 overall at a distorted geometry.

```
! wB97M-V def2-TZVPD RIJCOSX def2/J DEFGRID3
* xyz 0 1
C 1.6825 0.3446 4.3721
O 1.1315 1.4602 3.6938
C 1.8619 2.0747 2.7656
O 2.8902 1.6428 2.2143
O 1.2246 3.1829 2.4697
C 1.5576 4.0253 1.3564
H 1.9199 0.8051 5.3311
H 2.6254 -0.1307 4.1018
H 0.9402 -0.4357 4.5401
H 1.0501 3.8168 0.4146
H 2.6003 3.9524 1.0475
H 1.4971 5.1024 1.5121
C 2.9297 -6.5506 5.4653
O 4.2879 -6.1939 5.4760
C 4.9445 -5.5213 4.5174
O 6.1359 -5.3768 4.5867
O 4.1769 -5.1026 3.5146
C 4.5799 -4.1099 2.5439
H 2.7475 -7.2321 6.2963
H 2.8305 -7.2504 4.6355
H 2.2648 -5.6885 5.4131
H 4.9938 -4.5747 1.6491
H 5.3818 -3.4538 2.8823
H 3.6893 -3.6203 2.1498
C 3.0059 -7.3855 -3.8990
O 2.1725 -7.6226 -2.7638
C 2.3436 -6.8205 -1.6362
O 3.1605 -5.8881 -1.4619
O 1.3510 -7.2348 -0.8333
C 1.0477 -6.5147 0.3785
H 4.0080 -7.7406 -3.6583
H 3.0940 -6.3990 -4.3540
H 2.6620 -8.1923 -4.5464
H 1.6574 -5.6196 0.5014
H 1.2756 -7.1042 1.2666
H -0.0014 -6.2254 0.4398
C -1.7842 8.3075 -1.7561
O -2.9455 7.6098 -2.2780
C -3.0743 6.2525 -2.2047
O -2.1833 5.4779 -1.7861
O -4.2394 5.9358 -2.8185
C -4.6889 4.6477 -2.9335
H -0.8715 8.1236 -2.3229
H -1.6727 8.0737 -0.6974
H -1.8710 9.3938 -1.7766
H -4.0730 4.0463 -3.6022
H -5.7366 4.6319 -3.2340
H -4.6795 4.1062 -1.9876
C -2.7540 8.0464 3.0518
O -2.6016 6.6304 3.0836
C -3.5537 5.8117 2.9874
O -4.7396 6.1038 3.0026
O -3.0119 4.6279 2.9174
C -3.8214 3.4872 2.9319
H -1.7955 8.4520 2.7280
H -2.9019 8.4632 4.0480
H -3.5296 8.3295 2.3402
H -3.3354 2.7717 2.2686
H -4.8286 3.7244 2.5892
H -3.8701 3.0773 3.9406
C -2.0812 -4.5952 6.0081
O -2.0584 -4.3100 4.6293
C -3.0242 -3.4044 4.1414
O -3.8701 -2.7921 4.7992
O -2.8784 -3.3836 2.8509
C -3.9416 -2.8099 2.1351
H -1.5735 -3.8073 6.5644
H -1.5632 -5.5124 6.2884
H -3.0808 -4.7341 6.4201
H -4.9207 -3.2885 2.1189
H -3.7149 -2.8032 1.0690
H -4.1695 -1.7748 2.3895
C 1.7045 4.5429 -4.9021
N 2.8490 3.7697 -4.4890
C 3.7951 4.2659 -3.6655
C 4.9744 3.3500 -3.3758
O 3.8144 5.4489 -3.2426
H 1.7451 4.6614 -5.9849
H 1.5245 5.4897 -4.3929
H 0.8341 3.8985 -4.7788
H 3.1242 2.9837 -5.0605
H 4.8929 2.2752 -3.5376
H 5.2765 3.5254 -2.3433
H 5.8601 3.7168 -3.8947
C 2.5411 -0.6907 -1.6806
N 1.2362 -0.0519 -1.7894
C 0.1423 -0.6140 -1.3643
C -1.1342 0.2356 -1.5556
O -0.0067 -1.7801 -0.9821
H 2.4816 -1.7557 -1.4561
H 3.0376 -0.1712 -0.8610
H 3.1896 -0.6016 -2.5522
H 1.2008 0.9573 -1.8081
H -1.6605 -0.1204 -2.4413
H -1.1635 1.3215 -1.6458
H -1.7617 0.1445 -0.6690
C -2.7545 -3.0784 -4.7507
C -3.3761 -2.3439 -5.9339
N -3.6703 -3.0990 -7.0299
O -3.5197 -1.1438 -5.9258
H -1.6658 -3.0262 -4.7378
H -3.1057 -4.1100 -4.7692
H -3.0976 -2.6592 -3.8048
H -3.6688 -4.1089 -7.0120
H -3.9194 -2.5673 -7.8517
*
```

SMILES: COC(=O)OC.COC(=O)OC.COC(=O)OC.COC(=O)OC.COC(=O)OC.COC(=O)OC.CNC(C)=O.CNC(C)=O.CC(N)=O
HOMO level: -9.633 eV
Kohn-Sham gap: 9.85 eV

Results of the Mulliken charge analysis, in e, for atoms 1 through 99: C -0.731; O -0.273; C 0.849; O -0.638; O -0.282; C -0.766; H 0.304; H 0.353; H 0.239; H 0.293; H 0.348; H 0.298; C -0.554; O -0.338; C 0.742; O -0.563; O -0.289; C -0.635; H 0.255; H 0.266; H 0.258; H 0.291; H 0.338; H 0.227; C -0.700; O -0.300; C 0.806; O -0.592; O -0.298; C -0.560; H 0.323; H 0.289; H 0.271; H 0.275; H 0.242; H 0.248; C -0.473; O -0.314; C 0.771; O -0.559; O -0.289; C -0.595; H 0.249; H 0.187; H 0.245; H 0.281; H 0.238; H 0.266; C -0.652; O -0.313; C 0.814; O -0.611; O -0.238; C -0.657; H 0.225; H 0.293; H 0.325; H 0.181; H 0.348; H 0.279; C -0.708; O -0.240; C 0.687; O -0.564; O -0.212; C -0.715; H 0.296; H 0.251; H 0.319; H 0.327; H 0.274; H 0.284; C -0.919; N -0.173; C 0.683; C -0.998; O -0.653; H 0.333; H 0.325; H 0.298; H 0.243; H 0.274; H 0.306; H 0.287; C -0.892; N -0.122; C 0.677; C -1.003; O -0.686; H 0.338; H 0.293; H 0.271; H 0.267; H 0.216; H 0.364; H 0.273; C -0.833; C 0.638; N -0.391

=====

The following is a DFT calculation (wB97M-V/def2-TZVPD) of C24H16N5O4Rh as an isolated structure.

```
! wB97M-V def2-TZVPD RIJCOSX def2/J DEFGRID3
* xyz 0 5
Rh -0.6620 -0.7637 -0.9106
C 4.3773 -0.7821 -3.1542
C 3.0512 -0.8125 -3.5741
C 2.0387 -0.9681 -2.6504
C 2.3377 -1.1279 -1.2888
C 3.6775 -1.0717 -0.8699
C 4.6818 -0.9000 -1.8034
N 1.2832 -1.2509 -0.4073
C 1.3730 -1.9515 0.7806
C 2.2768 -2.9836 1.0621
C 2.2381 -3.5946 2.3021
C 1.3148 -3.1913 3.2626
C 0.3751 -2.2022 2.9855
C 0.3912 -1.6112 1.7410
N -0.5178 -0.6679 1.2653
N -0.8954 0.4021 1.9045
C -1.1178 1.4245 1.0302
C -1.5836 2.6617 1.5030
C -1.7237 3.7036 0.6250
C -1.3970 3.5219 -0.7252
C -0.9727 2.2809 -1.1310
N -0.8430 1.2441 -0.2881
H 5.1700 -0.6554 -3.8787
H 2.8106 -0.7192 -4.6241
H 1.0058 -1.0254 -2.9827
H 3.9119 -1.1049 0.1837
H 5.7103 -0.8419 -1.4740
H 2.9638 -3.3267 0.3032
H 2.9196 -4.4056 2.5170
H 1.3036 -3.6739 4.2302
H -0.3706 -1.9080 3.7103
H -1.8138 2.7505 2.5542
H -2.0816 4.6618 0.9755
H -1.4810 4.3232 -1.4435
H -0.7324 2.0834 -2.1689
O -7.1276 -2.6914 -0.1662
C -6.6554 -1.5725 0.0726
O -7.0958 -0.5970 0.7068
C -5.2477 -1.3408 -0.4698
C -4.8692 -0.0803 -0.9418
C -3.5756 0.1547 -1.3359
N -2.6495 -0.8167 -1.3033
C -3.0175 -2.0636 -0.9232
C -4.2872 -2.3556 -0.4952
C -1.9354 -3.1242 -1.0320
O -2.1538 -4.2712 -0.7592
O -0.7566 -2.6549 -1.4503
H -5.5982 0.7177 -0.9349
H -3.2388 1.1304 -1.6582
H -4.5421 -3.3652 -0.2056
*
```

HOMO level (spin up / spin down): -7.676 / -7.659 eV
Kohn-Sham gap (spin up / spin down): 6.86 / 4.36 eV

Calculated atomic charges, method Mulliken, unit e: Rh -0.338; C -0.440; C -0.803; C -0.186; C 0.371; C -0.315; C -0.721; N 0.261; C 0.774; C -0.397; C -0.848; C -0.476; C -0.599; C 0.115; N 1.097; N -1.281; C 0.455; C -0.654; C -0.276; C -0.680; C -0.389; N 0.238; H 0.398; H 0.402; H 0.492; H 0.588; H 0.389; H 0.621; H 0.403; H 0.403; H 0.498; H 0.513; H 0.409; H 0.437; H 0.447; O -0.686; C 0.284; O -0.697; C 0.479; C -0.712; C -0.244; N -0.303; C 0.709; C -0.344; C 0.267; O -0.589; O -0.605; H 0.457; H 0.476; H 0.598

=====

The following is a DFT calculation (wB97M-V/def2-TZVPD) of C35H39BMoN6O6S as an isolated structure.

```
! wB97M-V def2-TZVPD RIJCOSX def2/J DEFGRID3
* xyz 2 1
Mo -0.3197 0.0041 -0.7440
C -4.3981 4.3149 1.2360
C -3.1804 3.6777 0.6415
C -1.9479 3.7206 1.3080
C -0.8374 3.1018 0.7842
C -0.9173 2.4269 -0.4405
N 0.2492 1.8048 -0.9797
C 1.2987 2.5908 -1.4208
C 1.1630 3.9761 -1.5730
C 2.2373 4.7487 -1.9406
C 3.4856 4.1668 -2.1796
C 4.6515 5.0042 -2.6090
C 3.6102 2.7905 -2.0526
C 2.5337 1.9975 -1.6775
N 2.6894 0.5944 -1.5729
C 3.8551 -0.0594 -1.6926
C 3.5996 -1.3999 -1.8588
C 2.2258 -1.4978 -1.8108
N 1.6409 -0.2988 -1.6150
C -2.1496 2.3716 -1.1090
C -3.2642 2.9875 -0.5621
N -2.2751 1.6396 -2.3136
C -3.0777 1.8459 -3.3786
C -2.9442 0.7616 -4.2131
C -2.0415 -0.0928 -3.5737
N -1.6400 0.4513 -2.4294
H -4.1303 5.0832 1.9580
H -5.0267 4.7608 0.4667
H -4.9961 3.5622 1.7543
H -1.8739 4.2507 2.2486
H 0.1237 3.1364 1.2817
H 0.2002 4.4362 -1.3988
H 2.1144 5.8179 -2.0530
H 4.6468 5.9676 -2.1016
H 5.5985 4.5092 -2.4029
H 4.6005 5.1985 -3.6822
H 4.5715 2.3525 -2.2752
H 4.7955 0.4594 -1.6705
H 4.3148 -2.1922 -1.9864
H 1.6404 -2.3910 -1.9191
H -4.2180 2.8982 -1.0665
H -3.6648 2.7443 -3.4667
H -3.4311 0.6085 -5.1594
H -1.6647 -1.0589 -3.8645
C 0.9457 0.0705 7.6976
C 1.1135 0.0597 6.2091
C 1.5668 -1.0875 5.5545
C 1.7565 -1.1013 4.1855
C 1.4835 0.0547 3.4620
C 1.0375 1.2145 4.0856
C 0.8536 1.2067 5.4547
S 1.7119 0.0422 1.7392
O 2.5455 -1.0502 1.3488
O 1.9633 1.3645 1.2455
N 0.1567 -0.3740 1.0778
C -0.7386 -1.1439 1.9306
C -2.0228 -1.3605 1.1523
O -2.9257 -2.0527 1.4957
O -1.9992 -0.6876 -0.0204
H 0.6618 -0.9117 8.0711
H 0.1954 0.7950 8.0086
H 1.8891 0.3443 8.1748
H 1.7808 -1.9790 6.1295
H 2.1246 -1.9854 3.6824
H 0.8604 2.1127 3.5089
H 0.5143 2.1054 5.9532
H -0.9513 -0.6124 2.8613
H -0.3160 -2.1211 2.1732
C 0.7866 -5.1130 -1.2327
C -0.5365 -4.4605 -0.8757
C -1.2932 -5.2801 0.1456
O -0.1985 -3.1532 -0.2496
B -0.3671 -2.2326 -1.2110
O -0.8482 -2.6596 -2.3989
C -1.3810 -4.0279 -2.1169
C -1.1788 -4.8792 -3.3494
C -2.8564 -3.8411 -1.8113
H 1.4001 -5.1914 -0.3361
H 1.3372 -4.5459 -1.9849
H 0.6276 -6.1168 -1.6254
H -0.6284 -5.5455 0.9669
H -1.6506 -6.2061 -0.3073
H -2.1452 -4.7353 0.5470
H -0.1422 -4.8848 -3.6785
H -1.8007 -4.5059 -4.1620
H -1.4831 -5.9065 -3.1437
H -3.0187 -3.2075 -0.9386
H -3.3370 -4.8022 -1.6318
H -3.3408 -3.3795 -2.6718
*
```

relative energy (zero: lowest compared OMol25 entry of this formula, charge and spin): 7.3 kJ/mol
HOMO level: -13.777 eV
Kohn-Sham gap: 6.49 eV

Calculated atomic charges, method Mulliken, unit e: Mo -1.936; C -1.569; C 0.453; C -1.180; C -0.419; C 0.133; N 1.462; C 1.647; C -0.759; C -1.191; C 0.139; C -1.623; C -1.061; C 0.840; N -0.204; C 0.012; C -1.578; C -0.441; N 0.593; C 0.283; C -0.323; N -0.007; C 0.029; C -1.630; C -0.461; N 0.362; H 0.412; H 0.413; H 0.300; H 0.455; H 0.711; H 0.533; H 0.452; H 0.418; H 0.384; H 0.321; H 0.330; H 0.483; H 0.527; H 0.541; H 0.615; H 0.568; H 0.461; H 0.787; C -1.498; C 0.930; C -0.977; C -0.360; C -0.531; C -0.146; C -0.980; S 1.760; O -0.760; O -0.674; N 1.293; C -0.310; C -0.196; O -0.551; O -0.419; H 0.394; H 0.394; H 0.308; H 0.429; H 0.540; H 0.435; H 0.413; H 0.594; H 0.342; C -1.886; C 1.170; C -1.830; O -0.113; B 1.573; O -0.344; C 1.713; C -1.856; C -1.702; H 0.483; H 0.281; H 0.401; H 0.440; H 0.368; H 0.371; H 0.375; H 0.441; H 0.378; H 0.158; H 0.412; H 0.457

=====

The following is a DFT calculation (wB97M-V/def2-TZVPD) of C25H59N14O25 as an isolated structure at a distorted geometry.

```
! wB97M-V def2-TZVPD RIJCOSX def2/J DEFGRID3
* xyz 1 1
C -1.6297 -0.6499 0.7726
C -0.3098 -0.1918 -0.1101
C -0.1463 -1.1794 -1.2257
C 0.9323 -0.7519 -2.3246
C 0.2999 0.5337 -2.9958
C -0.0034 1.6694 -1.8968
N -0.5380 1.2213 -0.6478
O -0.9745 2.1555 0.0954
C -0.8360 2.7470 -2.5589
C 1.3606 2.3408 -1.5826
C 0.8898 -0.1970 0.8541
H -1.4626 -1.3186 1.5989
H -2.4008 -0.9444 0.1241
H -2.0341 0.3489 1.3969
H -1.0543 -1.2121 -1.7351
H 0.1291 -2.3381 -0.8548
H 1.1608 -1.4496 -3.0310
H 2.0290 -0.6475 -1.9246
H -0.6483 0.3163 -3.4924
H 1.0632 0.9075 -3.6855
H -0.8008 3.5584 -2.0068
H -1.8745 2.4022 -2.5637
H -0.6505 3.0492 -3.4746
H 1.0636 3.3418 -0.9405
H 1.8043 2.7763 -2.4805
H 2.0510 1.5392 -1.1682
H 1.8614 -0.0935 0.2931
H 0.6816 -1.1880 1.6846
H 0.9941 0.6087 1.5461
N 2.7518 5.5699 -3.6528
C 3.5705 5.9158 -2.5880
C 2.6742 6.0489 -1.4260
C 1.3398 5.9226 -1.9191
C 1.4387 5.5687 -3.3448
H 3.1067 5.0426 -4.4600
H 4.6548 5.9746 -2.9886
H 3.0060 6.3051 -0.3199
H 0.3157 5.7156 -1.3092
H 0.5962 5.5580 -4.3874
C -5.7747 3.2665 1.8308
N -4.3613 2.8699 1.9901
O -4.0298 2.6625 3.1735
O -3.6772 2.8267 0.9612
H -5.9541 3.6166 0.9970
H -5.7806 4.0839 2.5944
H -6.1677 2.3623 2.2570
C -1.0463 -5.3271 -3.1930
N 0.1670 -4.5598 -3.3098
O 1.2128 -4.9969 -2.7045
O 0.0719 -3.6284 -4.1292
H -1.1046 -5.9865 -4.0940
H -1.7093 -4.4802 -3.3944
H -1.3148 -5.9817 -2.3901
C 1.8832 -2.0002 -6.6336
N 2.9039 -0.9193 -6.3366
O 2.8141 -0.3415 -5.2273
O 3.6873 -0.6152 -7.1839
H 1.9959 -2.7167 -6.0409
H 2.0954 -2.7272 -7.5849
H 0.7310 -1.6139 -6.8115
C -0.6208 3.8741 2.7611
N 0.7919 3.6488 2.0967
O 1.4392 2.7367 2.4421
O 1.1206 4.5418 1.2398
H -0.6234 3.3493 3.8044
H -1.5829 3.3836 2.2650
H -1.0800 4.8440 2.6335
C -4.4337 -2.2373 -1.6768
N -4.3968 -1.0329 -2.5019
O -4.7999 -1.0721 -3.6436
O -3.9414 -0.0371 -1.9641
H -4.9155 -1.8701 -0.8157
H -3.5138 -2.9131 -1.6697
H -5.3503 -2.7118 -2.3690
C 1.1631 0.1495 4.9167
N -0.1028 0.4475 5.3119
O -0.8933 0.4481 4.3406
O -0.4495 0.7290 6.4411
H 1.6255 -0.8712 5.5316
H 1.7891 0.7137 5.4078
H 1.5387 0.1357 3.7759
C 6.0713 -0.5254 0.2609
N 4.6529 0.1177 0.2003
O 4.2061 0.3838 1.3347
O 4.1199 0.4018 -0.8295
H 6.6484 -0.0513 0.9358
H 6.4441 -0.2327 -0.7361
H 5.9170 -1.5770 0.5538
C -4.8639 -1.7820 3.2658
N -6.0335 -1.0093 2.5202
O -6.9581 -0.6446 3.2271
O -5.6717 -0.4866 1.5352
H -5.1595 -2.8986 3.3977
H -4.9164 -1.2365 4.2764
H -4.0108 -1.5682 2.4826
C -1.9617 -3.2986 5.4525
N -1.1049 -2.9975 4.3361
O -1.5837 -3.0690 3.2979
O 0.1441 -2.7908 4.5464
H -1.8756 -2.6780 6.2585
H -1.6414 -4.1291 5.8800
H -2.9779 -3.1798 5.0727
C 2.1117 -4.3030 0.6968
N 3.1917 -3.4685 1.2852
O 4.1720 -3.1432 0.5782
O 2.9499 -2.8774 2.3499
H 2.0682 -4.4181 -0.4472
H 1.3330 -4.1545 1.0575
H 2.5023 -5.3441 0.7909
C 4.7813 3.7794 0.6106
N 5.3832 5.2365 0.6012
O 5.0844 5.9778 1.4754
O 6.1791 5.5953 -0.2973
H 3.8618 3.8516 -0.0216
H 4.1239 3.6147 1.6092
H 5.3992 3.2337 0.0849
C -2.2269 -5.8639 1.3618
N -2.4986 -4.5679 0.6691
O -3.4195 -3.8010 1.0946
O -1.6990 -4.3062 -0.1607
H -3.0681 -6.5105 1.6036
H -1.6920 -5.6898 2.3061
H -1.8004 -6.6148 1.1152
*
```

relative energy (zero: lowest compared OMol25 entry of this formula, charge and spin): 182.4 kJ/mol
HOMO level: -9.684 eV
Kohn-Sham gap: 4.39 eV

Results of the Mulliken charge analysis, in e, for atoms 1 through 99: C -0.663; C 2.583; C -1.100; C -0.674; C -1.719; C 1.578; N 1.108; O -0.035; C -2.660; C -0.301; C -0.041; H -0.347; H 0.105; H 0.017; H 0.525; H -0.555; H 0.869; H 0.049; H 0.385; H 0.665; H 0.714; H 0.392; H 0.560; H -0.351; H 0.554; H -0.219; H -0.539; H 0.176; H -0.129; N 0.010; C -0.689; C 0.067; C -0.433; C -0.452; H 0.292; H 0.346; H 0.377; H 0.289; H 0.254; C -0.959; N 0.956; O -0.507; O -0.490; H 0.409; H 0.351; H 0.246; C -0.827; N 0.922; O -0.551; O -0.479; H 0.346; H 0.337; H 0.246; C -0.819; N 0.931; O -0.543; O -0.500; H 0.342; H 0.307; H 0.258; C -0.612; N 0.950; O -0.496; O -0.522; H 0.240; H 0.020; H 0.378; C -0.730; N 0.968; O -0.563; O -0.509; H 0.357; H 0.110; H 0.335; C -0.790; N 0.785; O -0.297; O -0.576; H 0.222; H 0.584; H 0.118; C -0.833; N 0.921; O -0.490; O -0.499; H 0.356; H 0.309; H 0.249; C -0.549; N 0.894; O -0.548; O -0.515; H 0.310; H 0.309; H 0.073; C -1.012; N 0.858; O -0.364; O -0.531

=====

The following is a DFT calculation (wB97M-V/def2-TZVPD) of one molecule with the formula C3H2N2O2 at a distorted geometry.

```
! wB97M-V def2-TZVPD RIJCOSX def2/J DEFGRID3
* xyz 0 3
C -1.3005 -1.2879 -0.2246
C 0.6204 0.4314 -0.5007
C -0.3080 -0.4306 0.2326
N -2.2609 -1.7922 -0.5586
N 1.7917 0.0920 -0.8356
O 1.2710 -1.7185 0.3761
O 2.1708 -1.0637 -0.5719
H 0.2724 1.4216 -0.7455
H -0.1026 -0.4553 1.3491
*
```

relative energy (zero: lowest compared OMol25 entry of this formula, charge and spin): 509.2 kJ/mol
HOMO level (spin up / spin down): -8.534 / -11.760 eV
Kohn-Sham gap (spin up / spin down): 8.76 / 8.64 eV

Calculated atomic charges, method Mulliken, unit e: C 0.483; C -0.054; C -0.320; N -0.386; N -0.230; O -0.195; O 0.030; H 0.391; H 0.281